No. 1
21
Properties=species:S:1:pos:R:3:forces:R:3 method="wB97M-V/def2-TZVPD" multiplicity=1 homo_ha=-0.2258 total_charge=-2 mol_weight_g_mol=387.3
Ca 0.3829 12.9594 19.5430 -0.04 -0.65 -0.24
B -2.1172 11.9429 18.5500 -1.28 -0.86 -2.11
F -3.4664 12.1965 18.5859 -1.05 0.57 -0.10
F -1.6686 11.6942 19.7805 1.17 -0.55 3.01
F -1.8613 10.8814 17.7112 -0.09 -1.38 -0.65
F -1.3624 12.9749 18.0333 0.59 1.97 -0.57
B 0.1515 15.4514 20.0718 -1.24 1.27 -0.26
F 0.0452 16.7743 20.3990 -0.10 0.74 0.02
F 0.5418 15.2347 18.7515 0.14 0.22 -1.00
F 1.0345 14.7874 20.8399 1.89 -0.36 1.47
F -1.0659 14.7585 20.2420 -0.81 0.03 -0.05
B 2.0836 12.2575 17.5740 1.48 0.73 -0.25
F 1.2960 11.2662 18.0488 -1.02 -2.20 0.66
F 3.2102 11.8925 16.9073 0.75 -0.98 -1.30
F 1.2651 13.0875 16.8829 -0.76 1.29 -1.21
F 2.5679 12.9405 18.7001 0.12 1.02 1.43
B 1.0928 11.8334 21.8706 1.40 -0.18 0.42
F 0.9246 10.9952 20.8086 -0.21 -2.05 -1.78
F 2.1573 12.6403 21.5543 1.43 1.00 -0.21
F -0.0263 12.6214 21.8240 -1.79 0.89 1.33
F 1.4045 11.1385 22.9985 -0.56 -0.48 1.38

No. 2
21
Properties=species:S:1:pos:R:3:forces:R:3 method="wB97M-V/def2-TZVPD" multiplicity=1 homo_ha=-0.2043 total_charge=-2 mol_weight_g_mol=394.0
Sn 0.7925 -0.4096 -0.4841 -0.52 -0.05 0.32
B -3.8338 -1.3403 0.8501 0.21 -0.52 -0.04
H -3.3973 -0.3541 0.8164 1.21 4.91 0.28
H -3.2073 -2.0411 0.3202 2.27 -3.82 -2.03
H -3.9425 -1.6174 1.8872 0.67 -1.06 4.32
H -4.8162 -1.3444 0.4040 -3.49 0.52 -2.76
B -3.3019 4.0909 0.2230 -0.56 -1.37 -0.13
F -2.0738 3.3906 0.3486 0.14 -0.61 0.24
F -4.0558 3.9858 1.4345 0.65 0.54 -0.48
F -2.9496 5.3533 -0.1768 -0.28 1.31 0.20
F -4.0974 3.4933 -0.7978 0.23 0.03 0.10
B 4.6559 2.5005 -1.1650 0.30 -0.27 -0.38
F 5.6935 3.2665 -1.5310 2.50 1.68 -0.25
F 5.0301 1.6334 -0.1486 -0.25 -0.64 0.99
F 3.6049 3.3047 -0.8637 -1.93 0.87 1.31
F 4.3040 1.7912 -2.2844 -1.02 -1.98 -1.60
B 2.3375 -5.1198 0.2250 -0.74 -2.13 1.63
F 3.0992 -4.2380 -0.4176 1.98 2.08 -1.35
F 2.6958 -6.4500 -0.0214 0.71 -0.47 -0.10
F 2.4084 -4.8970 1.6282 -0.15 0.26 -0.04
F 1.0538 -4.9986 -0.2467 -1.93 0.72 -0.24

No. 3
21
Properties=species:S:1:pos:R:3:forces:R:3 method="wB97M-V/def2-TZVPD" multiplicity=4 homo_ha="0.0724 / -0.0782" total_charge=-2 mol_weight_g_mol=110.3
V 0.0833 -0.0605 0.0677 -1.00 0.08 0.18
B -1.7840 -1.2669 0.2392 -1.20 -0.58 -0.18
H -2.6671 -1.7952 0.5635 -3.27 -2.16 1.27
H -1.4998 -1.4217 -0.7902 0.55 -0.87 -3.98
H -1.9266 -0.2128 0.4203 -1.23 4.01 0.48
H -0.9338 -1.4904 0.8648 3.00 -1.68 2.65
B 0.7857 0.7228 1.9440 0.50 0.90 1.39
H 1.0646 1.0578 2.9310 1.25 0.95 3.76
H 1.0737 1.3917 1.1478 1.32 3.21 -2.31
H 1.2005 -0.2138 1.6049 2.17 -3.98 -0.43
H -0.2727 0.5269 1.8687 -4.20 -0.01 0.54
B -0.4544 1.6940 -1.1230 -0.29 1.17 -0.66
H 0.6213 1.7349 -1.0493 4.30 0.83 -0.18
H -0.9254 2.5285 -1.6190 -1.72 3.19 -2.21
H -0.6407 0.7355 -1.5823 -1.40 -3.39 -2.01
H -0.7665 1.7087 -0.0902 -1.74 0.24 3.83
B 1.4489 -1.1174 -1.0887 1.65 -0.76 -1.62
H 2.0085 -1.8327 -1.6713 2.42 -2.78 -1.97
H 0.8940 -0.4757 -1.7555 -1.36 2.12 -2.92
H 0.6998 -1.6623 -0.5354 -2.58 -2.63 2.10
H 1.9904 -0.5510 -0.3469 2.84 2.14 2.27

No. 4
6
Properties=species:S:1:pos:R:3:forces:R:3 method="wB97M-V/def2-TZVPD" multiplicity=1 homo_ha=-0.4054 mol_weight_g_mol=219.7
Cs -2.6888 -0.8002 0.9005 0.63 0.15 -0.19
B 0.5313 0.2135 -0.1959 3.23 -2.45 -0.90
F -0.4866 1.0290 -0.0798 -3.68 2.54 0.12
F 0.8795 -0.0547 -1.5302 -0.16 0.40 -0.10
F 1.5884 0.6513 0.5443 1.13 0.73 0.43
F 0.1763 -1.0390 0.3610 -1.15 -1.36 0.63

No. 5
26
Properties=species:S:1:pos:R:3:forces:R:3 method="wB97M-V/def2-TZVPD" multiplicity=1 homo_ha=-0.2662 total_charge=-1 mol_weight_g_mol=212.9
B -1.0057 -0.7617 -0.2460 0.02 1.08 0.26
F -1.0160 -0.3009 1.0839 -0.42 -0.53 0.37
F -2.2550 -0.9238 -0.7502 -1.64 -0.60 -0.20
F -0.3545 0.2157 -0.9469 0.70 1.27 -0.89
F -0.2937 -1.9016 -0.3607 0.91 -2.31 0.45
O -0.5809 2.5408 0.9416 0.55 0.53 0.51
H -0.6110 1.6706 0.5372 -0.34 0.20 -0.24
H -1.4183 2.9821 0.8063 -0.28 -0.37 -0.33
O -3.1978 1.5577 -0.7499 -0.50 -0.17 -0.02
H -3.4586 1.3533 -1.6444 -0.11 0.78 -0.91
H -3.1299 0.6282 -0.5121 0.44 -0.20 0.96
O 1.7484 -2.4210 1.5843 1.74 0.38 2.25
H 1.5272 -2.0563 2.4759 -0.03 -0.53 -1.41
H 0.9709 -2.4554 1.0705 -1.72 0.19 -0.85
O 1.2824 -1.9653 -2.5331 1.89 0.86 -2.51
H 1.8558 -1.3647 -2.0539 -0.19 -0.02 0.38
H 0.7291 -2.3837 -1.9315 -1.48 -0.80 1.92
O 2.0791 0.8280 0.4291 1.36 1.65 -0.80
H 1.3346 0.2774 0.5627 -0.70 -1.16 0.56
H 2.8813 0.5362 0.8632 -0.47 -0.58 0.23
O 1.1162 1.4333 -2.8802 0.11 -0.25 -0.15
H 1.7691 0.8186 -3.2482 -0.49 0.16 0.29
H 0.5882 0.9295 -2.2276 0.48 0.26 -0.44
O -0.3170 0.4793 3.4830 0.27 0.62 2.17
H 0.4953 -0.0150 3.5852 -0.08 -0.09 -0.48
H -0.7393 0.2986 2.6617 -0.03 -0.38 -1.13

No. 6
38
Properties=species:S:1:pos:R:3:forces:R:3 method="wB97M-V/def2-TZVPD" multiplicity=1 homo_ha=-0.2154 total_charge=-1 mol_weight_g_mol=285.0
B 16.6409 -9.4062 -27.7418 2.36 -5.35 0.44
F 16.7687 -10.6868 -28.3577 2.89 7.17 3.50
F 15.5362 -9.3187 -26.9385 2.19 -3.14 0.21
F 17.7834 -9.1694 -27.0666 0.39 2.33 0.43
F 16.4485 -8.4844 -28.7128 5.09 -6.44 8.64
O 13.8769 -9.6186 -25.6272 -2.33 2.60 2.63
H 13.6868 -9.6095 -24.6891 -0.24 0.06 0.33
H 14.5468 -8.9447 -25.7428 -0.54 0.97 0.63
O 16.2065 -12.5145 -27.4751 2.49 -4.84 -1.08
H 15.4553 -12.1324 -27.0214 -0.70 -0.47 0.04
H 16.3995 -11.8978 -28.1813 -0.95 -2.72 0.72
O 16.9879 -10.5554 -25.4385 -1.31 -0.03 3.10
H 16.6893 -9.9806 -26.1432 0.38 -1.02 2.40
H 17.2606 -9.9587 -24.7415 -0.03 0.25 0.25
O 18.3486 -11.7449 -26.8196 2.90 -1.89 2.18
H 17.3955 -11.8174 -26.7696 -0.79 -1.55 -0.10
H 18.5952 -11.2709 -26.0254 0.26 -0.21 -0.27
O 19.0588 -10.6040 -28.6309 2.31 1.64 -3.28
H 18.3900 -9.9939 -28.3201 2.33 -1.09 -0.67
H 18.9947 -11.3528 -28.0381 -0.20 -0.19 0.33
O 18.3982 -7.8537 -29.1837 2.87 1.14 -0.89
H 18.3867 -7.0288 -28.6983 0.25 0.21 0.03
H 17.6653 -8.3538 -28.8245 3.80 1.46 -1.32
O 15.5133 -11.1629 -29.8618 -2.46 -1.12 -3.83
H 16.0491 -11.9539 -29.8027 0.02 -0.16 -0.44
H 16.0208 -10.4944 -29.4016 -1.54 -0.88 -2.52
O 14.5343 -11.4604 -26.5727 -3.02 -1.20 0.68
H 14.7846 -10.5829 -26.2835 -0.55 -1.03 0.18
H 14.0035 -11.8071 -25.8556 -0.10 -0.03 -0.04
O 14.4563 -9.2143 -28.7353 -3.44 -0.55 -1.62
H 13.8372 -8.6587 -28.2618 -0.26 0.02 -0.09
H 15.3138 -8.9679 -28.3884 -6.16 0.04 -1.87
O 15.6574 -7.2099 -29.7657 -3.56 6.56 -4.68
H 16.0517 -8.0632 -29.5854 -2.81 3.16 -6.19
H 16.0927 -6.6113 -29.1587 0.09 0.32 -0.45
O 15.8022 -7.4305 -26.2219 0.46 2.96 0.93
H 16.2475 -8.0319 -26.8187 0.00 2.50 1.50
H 15.7886 -6.5951 -26.6890 -0.11 0.52 0.20